(1)
Entry from the Open Molecules 2025 dataset: a 13-piece molecular cluster, C68H152O34S5 overall at a distorted geometry (ωB97M-V/def2-TZVPD).

## Properties
**Calculated total energy**: -7230.54722 Eh
**Total charge**: 0
**F_max**: 0.078 hartree/bohr
**Frontier orbital gap**: 0.34662 hartree
**Relative energy (zero: lowest compared OMol25 entry of this formula, charge and spin)**: 0.0 kcal per mole

Last column: Löwdin charge in e.
Positions of all 259 atoms, in Å:
C  5.031390  -1.314076  -4.156958  -0.209
C  4.012157  -2.327080  -4.658392  -0.220
C  4.670803  -3.389421  -5.545172  -0.164
S  6.209468  -2.582269  -6.149671  0.667
O  6.221349  -2.619225  -7.569227  -0.318
O  7.375293  -3.091073  -5.473173  -0.329
C  5.846648  -0.966781  -5.417892  -0.192
H  5.609481  -1.688899  -3.331190  0.084
H  4.531706  -0.385384  -3.838222  0.101
H  3.290989  -1.691937  -5.198540  0.091
H  3.474386  -2.710432  -3.812300  0.077
H  4.141261  -3.681233  -6.438559  0.073
H  5.030533  -4.221620  -4.968782  0.075
H  5.340320  -0.397294  -6.145532  0.085
H  6.763616  -0.539312  -5.102516  0.092
C  -0.443815  2.345482  -6.275884  -0.193
C  0.553847  3.306430  -5.748283  -0.233
C  1.940764  2.921437  -6.214644  -0.228
S  1.927077  1.165183  -6.446313  0.662
O  2.793200  0.565038  -5.480887  -0.322
O  2.133298  0.834705  -7.842494  -0.313
C  0.199612  0.965184  -5.941607  -0.210
H  -0.581690  2.404224  -7.320171  0.106
H  -1.468015  2.440143  -5.890611  0.121
H  0.673921  3.276694  -4.638968  0.106
H  0.304955  4.332677  -5.972160  0.116
H  2.716984  3.206580  -5.500152  0.103
H  2.286179  3.301169  -7.170698  0.104
H  0.301327  0.673395  -4.851971  0.100
H  -0.201411  0.069733  -6.412544  0.103
C  1.606781  3.892902  0.401477  -0.188
C  2.819427  3.006547  0.904185  -0.179
C  3.431425  2.299704  -0.308123  -0.182
S  3.115739  3.428164  -1.705041  0.675
O  2.481396  2.689974  -2.725622  -0.306
O  4.382705  4.104346  -1.988889  -0.343
C  2.081317  4.651034  -0.849521  -0.199
H  1.326139  4.567936  1.220722  0.090
H  0.790241  3.270917  0.129065  0.091
H  2.353892  2.244899  1.523106  0.078
H  3.504819  3.634971  1.453476  0.107
H  2.838730  1.433629  -0.486394  0.064
H  4.528782  2.247064  -0.224679  0.109
H  1.310624  5.018195  -1.542737  0.106
H  2.738205  5.425549  -0.539860  0.080
C  3.574263  0.273515  3.273460  -0.210
C  2.994208  1.360712  4.149600  -0.230
C  1.530894  0.991292  4.332072  -0.189
S  1.700228  -0.754410  4.646670  0.640
O  0.644854  -1.455679  3.993377  -0.324
O  1.883525  -0.986729  6.046132  -0.303
C  3.195306  -1.150421  3.754962  -0.185
H  4.671418  0.279442  3.179846  0.126
H  3.106251  0.463610  2.291529  0.094
H  3.094513  2.331463  3.653153  0.083
H  3.572341  1.452094  5.096245  0.136
H  1.067237  1.035838  3.335476  0.089
H  0.977231  1.431535  5.133172  0.097
H  2.950778  -1.914007  3.012374  0.079
H  3.859317  -1.640288  4.417664  0.093
C  -2.215927  7.542406  -0.951292  -0.183
C  -0.956743  8.445698  -0.946008  -0.174
C  -0.190599  8.020090  0.378451  -0.213
S  -1.521224  8.149807  1.532185  0.621
O  -1.607446  9.486754  2.040650  -0.299
O  -1.423751  7.047335  2.451092  -0.342
C  -2.884877  7.796998  0.439487  -0.213
H  -1.884285  6.478127  -0.973004  0.109
H  -2.944788  7.783741  -1.684856  0.099
H  -1.240148  9.461017  -0.724136  0.106
H  -0.354175  8.366749  -1.812662  0.099
H  0.541497  8.724270  0.726427  0.090
H  0.150037  6.956610  0.382846  0.105
H  -3.468885  8.706182  0.336152  0.102
H  -3.483152  7.019059  0.937122  0.103
C  -7.703513  -1.558746  8.232777  -0.072
O  -7.875150  -0.491599  7.302149  -0.217
C  -8.471303  -0.732008  6.090694  -0.228
C  -7.734614  -1.643051  5.089538  -0.146
O  -6.460654  -1.177828  4.566736  -0.155
C  -5.414008  -1.350736  5.486548  -0.195
C  -4.114958  -1.408081  4.659749  -0.182
O  -3.794571  -2.692844  4.084710  -0.159
C  -2.709829  -2.442386  3.243830  -0.138
H  -7.971750  -1.229656  9.252922  0.091
H  -6.632395  -1.879249  8.099420  0.094
H  -8.438806  -2.355190  7.901514  0.104
H  -8.694532  0.255400  5.679321  0.132
H  -9.442039  -1.273125  6.084597  0.127
H  -8.246486  -1.811651  4.181888  0.113
H  -7.582534  -2.611404  5.538160  0.112
H  -5.565000  -2.299759  6.017192  0.122
H  -5.293027  -0.516052  6.226440  0.126
H  -3.249307  -1.179883  5.341228  0.135
H  -4.107372  -0.565907  3.925464  0.110
H  -2.285233  -3.368993  2.813053  0.083
H  -1.929797  -1.913324  3.804769  0.064
H  -3.040999  -1.747072  2.423200  0.094
C  6.956586  -3.956878  -1.914018  -0.084
O  5.606367  -4.247225  -2.317927  -0.218
C  5.316917  -5.635185  -2.318473  -0.183
C  3.911821  -5.890872  -1.913182  -0.219
O  3.046304  -5.308815  -2.816412  -0.107
C  1.758852  -5.051063  -2.258236  -0.144
C  1.001120  -6.365324  -2.323070  -0.189
O  1.522421  -7.400404  -1.501795  -0.204
C  1.416785  -8.660950  -2.150591  -0.101
H  7.628604  -4.313143  -2.688160  0.094
H  7.100612  -4.546734  -1.026387  0.072
H  7.107495  -2.884873  -1.753035  0.077
H  6.016175  -6.103970  -1.615156  0.128
H  5.478830  -5.984842  -3.344520  0.134
H  3.737585  -5.435742  -0.933266  0.118
H  3.755886  -6.960933  -1.779469  0.126
H  1.221482  -4.298691  -2.857442  0.107
H  1.811446  -4.620624  -1.262188  0.105
H  0.939310  -6.809301  -3.296626  0.105
H  -0.058974  -6.276734  -1.968821  0.129
H  1.453410  -9.452598  -1.403777  0.091
H  2.197322  -8.832758  -2.902922  0.094
H  0.475761  -8.713039  -2.661695  0.074
C  2.822122  7.345200  2.393093  -0.102
O  2.803919  5.940558  2.494054  -0.206
C  2.546433  5.468131  3.834810  -0.157
C  1.048444  5.443862  4.132862  -0.178
O  0.853914  4.911782  5.475500  -0.168
C  -0.518400  4.886514  5.885840  -0.162
C  -0.528882  4.105846  7.197353  -0.202
O  -0.891594  2.769956  6.982005  -0.205
C  -0.498723  1.908502  7.979951  -0.129
H  1.966880  7.795471  2.896782  0.086
H  2.962307  7.535010  1.344456  0.080
H  3.758170  7.762757  2.875622  0.109
H  2.821629  6.160716  4.664561  0.142
H  2.891386  4.479433  4.050906  0.099
H  0.469524  4.682224  3.518191  0.123
H  0.564982  6.392001  4.024584  0.094
H  -1.015046  4.288037  5.102183  0.121
H  -0.958571  5.891344  5.919539  0.132
H  -1.251923  4.525174  7.920645  0.130
H  0.481706  4.209960  7.583644  0.126
H  0.586224  1.672039  7.947097  0.100
H  -1.052088  0.973988  7.913267  0.091
H  -0.738039  2.361457  8.946140  0.089
C  -1.110684  -4.698145  0.457175  -0.084
O  0.307738  -4.712322  0.565345  -0.182
C  0.738851  -4.536693  1.853277  -0.226
C  2.236113  -4.823690  1.915645  -0.191
O  2.925506  -3.713755  1.439797  -0.154
C  4.335546  -3.921145  1.460062  -0.167
C  4.873911  -3.051490  0.374454  -0.227
O  5.158523  -1.797063  0.901054  -0.176
C  5.934205  -1.019272  0.010473  -0.103
H  -1.476098  -5.281580  -0.362462  0.066
H  -1.604707  -3.759602  0.390112  0.062
H  -1.609449  -5.282948  1.259763  0.102
H  0.259755  -5.228453  2.524625  0.123
H  0.516764  -3.488709  2.168756  0.123
H  2.473960  -5.789629  1.432623  0.142
H  2.395140  -4.888565  2.999929  0.132
H  4.591874  -4.940178  1.319952  0.109
H  4.757898  -3.648102  2.454579  0.145
H  4.157007  -3.023594  -0.483701  0.137
H  5.839437  -3.464715  0.072435  0.097
H  5.801330  0.045652  0.208161  0.080
H  5.880356  -1.271078  -1.069647  0.072
H  7.005148  -1.227713  0.216626  0.098
C  -3.923279  -5.086938  -3.172723  -0.087
O  -3.482892  -4.093970  -2.229626  -0.181
C  -3.312265  -2.848833  -2.870362  -0.202
C  -2.515839  -1.973083  -1.959011  -0.223
O  -2.309710  -0.832726  -2.681004  -0.126
C  -1.638964  0.261170  -2.154378  -0.187
C  -1.649478  1.308720  -3.224603  -0.152
O  -2.951199  2.032279  -3.209894  -0.188
C  -2.900662  3.018297  -2.144225  -0.096
H  -3.326785  -5.175448  -4.093479  0.081
H  -4.907797  -4.823309  -3.508394  0.073
H  -3.989444  -6.029914  -2.562016  0.105
H  -4.197731  -2.304800  -3.191307  0.140
H  -2.718504  -3.001467  -3.757651  0.108
H  -1.577866  -2.478051  -1.692275  0.127
H  -3.052776  -1.712705  -1.074010  0.126
H  -0.589675  -0.039749  -2.206448  0.121
H  -1.830229  0.484270  -1.127400  0.106
H  -1.606857  0.788367  -4.147661  0.088
H  -0.758502  1.999131  -3.211229  0.134
H  -3.916835  3.496222  -2.101578  0.104
H  -2.171884  3.791471  -2.451146  0.085
H  -2.599437  2.510220  -1.251164  0.047
C  -5.327971  0.799555  1.726404  -0.108
O  -4.689331  1.528178  2.733597  -0.225
C  -5.553587  2.005339  3.795079  -0.161
C  -4.705314  2.746531  4.771042  -0.199
O  -5.458577  2.930975  5.968785  -0.156
C  -4.726795  3.683224  6.968675  -0.198
C  -5.537098  3.975900  8.162329  -0.243
O  -5.618162  2.928627  9.061442  -0.150
C  -6.191164  1.815058  8.506812  -0.135
H  -4.559452  0.538878  1.016051  0.067
H  -6.087953  1.439334  1.277012  0.088
H  -5.786111  -0.179349  2.124607  0.112
H  -6.010260  1.117978  4.215796  0.107
H  -6.300603  2.722869  3.485742  0.130
H  -4.452136  3.792495  4.367565  0.140
H  -3.729872  2.347175  5.039936  0.120
H  -4.368321  4.620318  6.537009  0.126
H  -3.830115  3.126238  7.325848  0.139
H  -6.506471  4.285728  7.763932  0.135
H  -5.081937  4.829846  8.625863  0.126
H  -7.181266  2.056294  7.977991  0.124
H  -6.440950  1.173626  9.309252  0.070
H  -5.435671  1.313903  7.853763  0.095
C  0.087078  -2.647024  -5.052095  -0.077
O  -0.994950  -3.030747  -5.913219  -0.194
C  -0.879830  -4.400478  -6.380741  -0.163
C  0.388737  -4.537946  -7.193865  -0.204
O  0.499651  -3.468118  -8.146223  -0.090
C  1.721352  -3.709122  -8.766820  -0.247
C  1.804454  -3.068560  -10.051910  -0.216
O  1.411721  -3.859000  -11.158512  -0.169
C  1.694130  -3.364539  -12.439571  -0.118
H  0.567858  -3.534845  -4.627814  0.065
H  -0.368115  -1.969721  -4.278423  0.106
H  0.840725  -2.241649  -5.676218  0.064
H  -1.762078  -4.683499  -6.945461  0.126
H  -0.826682  -5.063126  -5.522638  0.110
H  0.332436  -5.482602  -7.731199  0.125
H  1.319959  -4.578441  -6.616706  0.118
H  1.885129  -4.826943  -8.930882  0.152
H  2.557231  -3.475272  -8.082805  0.124
H  2.821442  -2.714771  -10.251275  0.133
H  1.227754  -2.143698  -10.045647  0.138
H  1.303759  -4.002958  -13.196344  0.073
H  2.776394  -3.404272  -12.566986  0.085
H  1.385278  -2.342992  -12.671304  0.089
C  -2.424086  4.295638  1.153232  -0.093
O  -1.835325  3.039119  0.966513  -0.215
C  -1.401684  2.398974  2.152375  -0.183
C  -1.339129  0.928279  1.797485  -0.197
O  -0.120915  0.648691  1.158643  -0.106
C  -0.101298  -0.705280  0.774365  -0.216
C  1.210008  -1.144788  0.259311  -0.160
O  1.489489  -0.402224  -0.940567  -0.202
C  2.585750  -0.862286  -1.717998  -0.073
H  -3.096628  4.341489  0.294033  0.075
H  -1.588442  5.021650  1.163334  0.078
H  -3.180485  4.211642  2.008328  0.116
H  -2.130322  2.411393  2.930891  0.099
H  -0.410113  2.738917  2.511415  0.117
H  -2.222568  0.783903  1.150260  0.119
H  -1.463061  0.268506  2.678252  0.126
H  -0.841321  -0.888637  0.011819  0.090
H  -0.393934  -1.392526  1.613039  0.121
H  1.049614  -2.258310  0.069527  0.142
H  1.957011  -1.057986  1.020550  0.104
H  3.501097  -0.925653  -1.046857  0.098
H  2.704360  -0.093207  -2.496002  0.079
H  2.275733  -1.758813  -2.284873  0.087

Forces on atoms 1 to 6 (eV/Å):
-0.5 0.8 -1.2
-0.9 0.7 -0.2
0.9 1.1 0.3
-0.5 0.1 1.5
-0.2 0.4 -1.5
0.1 -0.3 0.5


(2)
Entry from the Open Molecules 2025 dataset: one molecule with the formula CH5O2P at a distorted geometry (ωB97M-V/def2-TZVPD).

## Properties
**Calculated total energy**: -532.92577 Eh
**Total charge**: 0
**F_max**: 0.055 hartree/bohr
**Frontier orbital gap**: 0.42172 hartree
**Relative energy (zero: lowest compared OMol25 entry of this formula, charge and spin)**: 2.0 kcal per mole

Last column: Löwdin charge in e.
Positions of all 9 atoms, in Å:
C  0.343783  0.857704  0.582264  -0.167
O  -2.598035  -0.063211  -1.759456  -0.375
O  -0.659198  0.839929  -0.429233  -0.350
P  -1.327064  -0.425148  -1.180198  0.557
H  0.063351  1.338748  1.639574  0.125
H  1.287842  1.415759  0.326145  0.084
H  0.759434  -0.172033  0.760903  0.075
H  -0.438100  -1.002314  -2.101766  0.015
H  -1.413740  -1.471325  -0.139335  0.037

Forces on atoms 1 to 6 (eV/Å):
1.7 -0.3 2.1
-1.2 0.3 -0.8
0.4 0.1 0.1
0.7 -0.8 2.1
-0.2 -1.2 -2.5
-1.3 -0.2 -0.5